[1]
One molecule with the formula C13H16N2O at a distorted geometry, computed with the ωB97M-V functional and the def2-TZVPD basis.

```
32
Properties=species:S:1:pos:R:3:forces:R:3:nbo_charge:R:1
O -0.6215 -1.9591 -1.3866 0.99 0.41 1.14 -0.61
C 0.1122 -1.7332 -0.4197 -0.77 -0.59 -0.99 0.69
C -2.1703 2.9641 -0.8207 0.26 -0.13 0.84 -0.29
C -1.3123 0.7762 -1.4110 0.71 -0.07 1.59 -0.25
C -1.6187 2.8316 0.4481 0.79 -0.63 -0.67 -0.16
C -2.0114 1.9165 -1.7313 -0.79 0.82 -0.36 0.18
C -0.7093 0.6123 -0.1360 0.18 1.31 0.09 0.17
C -0.8215 1.7147 0.7732 -0.49 -0.29 0.00 -0.09
N -2.5717 2.0378 -2.9986 0.33 -0.74 -0.65 -0.82
N 0.1141 -0.5094 0.2536 0.14 -0.57 -1.28 -0.44
C -0.0753 1.7427 2.0971 -0.43 0.03 -0.73 -0.42
C 1.0141 -0.4267 1.3986 0.15 0.25 0.58 -0.20
C 1.2074 0.9799 1.9477 0.93 -0.37 -0.26 -0.40
C 2.5062 -2.9502 0.0949 0.08 -0.85 -0.12 -0.43
C 1.6923 -3.8229 -0.8972 0.31 0.82 0.58 -0.40
C 0.9905 -2.9265 0.1115 -0.23 0.36 -0.18 -0.33
H -2.6493 3.8970 -1.0811 -0.26 -0.09 -0.18 0.21
H -1.2143 0.0880 -2.1968 0.23 -1.17 -0.48 0.23
H -1.7015 3.6434 1.1754 0.03 -0.25 -0.24 0.21
H -2.5564 1.2339 -3.6505 -0.17 1.12 0.91 0.39
H -3.2177 2.7920 -3.1585 0.04 -0.30 -0.13 0.39
H 0.1653 2.7848 2.3373 -0.27 -0.19 0.17 0.22
H -0.6993 1.3079 2.8878 0.18 0.11 0.07 0.21
H 2.0212 -0.8110 1.1681 -0.65 0.02 -0.10 0.22
H 0.5733 -1.0705 2.1506 0.14 -0.14 0.53 0.18
H 1.9301 1.4854 1.2609 -0.63 -0.01 0.57 0.20
H 1.6824 0.8686 2.9289 0.19 0.07 -0.21 0.22
H 3.0259 -2.0750 -0.3352 -0.27 -0.64 0.39 0.22
H 3.0431 -3.5177 0.9219 -0.75 1.05 -1.16 0.22
H 1.6485 -3.5296 -1.9532 0.04 -0.05 0.58 0.23
H 1.7328 -4.8992 -0.7196 -0.25 0.40 -0.03 0.22
H 0.4910 -3.4457 0.9402 0.25 0.30 -0.25 0.24
```
Positions in Å, forces in eV/Å.

Properties
* HOMO: -7.471 eV
* HOMO-LUMO gap: 8.33 eV
* max |F|: 1.74 eV/Å
* SMILES: Nc1ccc2c(c1)N(C(=O)C1CC1)CCC2


[2]
One molecule with the formula C6H10O, computed with the ωB97M-V functional and the def2-TZVPD basis.

```
17
Properties=species:S:1:pos:R:3:forces:R:3:nbo_charge:R:1
O 1.7003 -0.8991 1.1709 0.28 0.24 0.31 -0.72
C 1.3096 -0.5051 -0.1445 -0.06 0.00 -0.17 0.05
C 0.0223 -1.2336 -0.5047 -0.04 0.00 0.06 -0.42
C -1.1257 -0.6549 0.3557 -0.11 -0.03 -0.09 -0.40
C -1.3670 0.8047 -0.0593 0.01 -0.05 -0.09 -0.45
C -0.0747 1.5690 -0.2157 0.11 -0.09 -0.03 -0.16
C 1.1255 0.9891 -0.2723 -0.05 0.08 0.17 -0.24
H 1.2748 -0.3113 1.8051 0.03 -0.05 -0.09 0.47
H 2.1508 -0.8272 -0.7679 -0.24 0.02 -0.12 0.19
H 0.2012 -2.3086 -0.3766 -0.27 0.22 0.24 0.22
H -0.2048 -1.0930 -1.5770 -0.02 0.10 0.35 0.20
H -0.9410 -0.6739 1.4465 0.33 -0.23 -0.51 0.20
H -2.0254 -1.2580 0.2160 -0.06 0.14 -0.06 0.21
H -1.8961 0.8121 -1.0214 0.04 0.11 0.03 0.21
H -2.0193 1.3446 0.6424 0.12 -0.25 -0.08 0.22
H -0.1528 2.6536 -0.3005 0.04 -0.19 -0.02 0.21
H 2.0224 1.5917 -0.3969 -0.11 -0.03 0.09 0.21
```
Positions in Å, forces in eV/Å.

Properties
* HOMO: -9.619 eV
* HOMO-LUMO gap: 10.62 eV
* max |F|: 0.65 eV/Å
* SMILES: O[C@@H]1C=CCCC1


[3]
An isolated ion of composition C3H7ClN3 and charge +1 at a distorted geometry, computed with the ωB97M-V functional and the def2-TZVPD basis.

```
14
Properties=species:S:1:pos:R:3:forces:R:3:nbo_charge:R:1
C -0.0347 0.5686 -1.1456 1.32 0.18 -1.90 0.32
C 0.5784 -0.5496 0.7186 -0.05 -1.89 -0.58 -0.08
C -1.9123 -0.0691 0.1976 -0.23 0.11 0.41 -0.42
N 1.2981 0.5568 -1.2432 -1.27 0.09 -0.93 -0.30
N -0.5105 0.0019 -0.0840 -0.15 1.69 1.29 -0.34
N 1.7288 -0.0152 -0.1152 1.10 1.40 0.65 -0.18
Cl 2.6524 1.3802 1.0269 -0.51 -0.68 -0.37 -0.03
H -0.6211 0.8743 -2.0357 0.22 0.08 1.03 0.26
H 0.7401 -0.1956 1.8036 -0.76 -0.92 -1.78 0.31
H 0.4020 -1.6889 0.4549 1.21 1.79 1.40 0.27
H -2.2229 -1.0092 -0.0719 -0.99 -2.43 -0.92 0.22
H -2.2073 -0.0162 1.2123 0.39 0.58 1.30 0.24
H -2.4988 0.6321 -0.3472 0.00 0.77 -0.53 0.25
H 2.6079 -0.4703 -0.3712 -0.26 -0.75 0.92 0.48
```
Positions in Å, forces in eV/Å.

Properties
* HOMO (spin up / spin down): -14.229 / -14.229 eV
* HOMO-LUMO gap (spin up / spin down): 8.01 / 8.01 eV
* charge: +1
* max |F|: 2.78 eV/Å
* SMILES: CN1C=N[N@@H+](Cl)C1


[4]
A 6-piece molecular cluster, C29H55Br4Cl2F2IN4O7S overall at a distorted geometry, computed with the ωB97M-V functional and the def2-TZVPD basis.

```
105
Properties=species:S:1:pos:R:3:forces:R:3:mulliken_charge:R:1
C -3.4315 -3.7901 4.5473 -0.47 -0.24 0.42 -1.02
C -3.6575 -2.2903 4.0075 -0.60 0.08 -0.11 -0.27
C -3.0243 -2.0456 2.5112 -2.47 -3.35 1.65 -0.02
O -2.2863 -0.8611 2.5543 -0.17 0.03 -1.92 0.00
C -1.7070 -0.2670 1.3669 0.82 1.73 1.82 2.12
C -2.4556 -0.5254 0.0044 -1.95 -1.29 -0.80 -1.40
Br -2.6677 1.0712 -1.2574 0.51 -0.20 1.06 -0.06
C -2.0978 -1.7171 -0.9959 0.10 -0.07 -2.33 0.21
C -2.6988 -1.5463 -2.5148 0.20 -1.76 -0.02 -0.42
Br -2.8686 -3.5251 -0.4981 0.37 0.93 0.15 -0.12
C -1.8629 1.3308 1.7911 -1.54 0.09 0.24 -0.65
C -2.3254 1.5739 3.3406 -0.24 1.61 0.02 -0.07
C -3.9413 1.5721 3.5102 -0.06 -1.57 0.96 -0.61
N -4.5722 0.7752 4.3502 1.37 2.55 -2.53 -0.49
C -0.7040 2.2780 1.2737 -2.70 2.77 0.09 -1.61
N 0.6554 1.7865 0.9926 1.06 0.81 0.46 0.93
C 0.9115 0.3293 0.7130 1.80 -2.59 -1.06 0.08
C 0.9506 -0.0308 -0.8673 -1.23 -0.83 -1.09 -0.37
S 2.0882 1.0230 -1.8827 -0.30 -0.23 0.00 -0.03
C 2.4180 0.0423 -3.4595 0.99 -0.61 -0.76 -0.06
C 4.0127 0.1629 -3.7419 -0.23 -0.36 -0.23 -0.92
C 2.4700 0.1845 1.1676 1.08 1.06 0.01 -0.62
C 3.3078 -1.0583 0.6796 2.02 -2.69 -2.19 -0.47
O 3.7868 -1.3086 -0.4551 -2.56 1.84 3.47 -0.61
N 3.6594 -2.0714 1.7437 0.51 1.02 -0.94 0.18
C 3.9132 -3.4130 1.1426 0.70 -1.54 0.53 -0.85
C 5.0072 -1.5882 2.2468 0.04 0.58 -0.45 -0.89
C -0.1183 -0.6136 1.5520 0.76 0.72 0.65 -1.69
I 0.3322 -2.7807 1.2643 -0.24 1.13 -0.38 0.19
C 0.2434 -0.5384 3.1584 -0.01 -3.46 3.66 0.41
O 0.1757 -1.5607 3.9219 0.15 4.08 -3.50 -0.68
N 0.7568 0.6230 3.8803 -0.03 -1.16 -0.21 0.12
C 0.8291 0.3746 5.3231 -2.33 0.21 4.32 0.44
O -0.0240 0.7530 6.1533 3.85 -1.29 -4.11 -0.45
F 1.9528 -0.3419 5.8632 -2.49 1.88 -2.49 -0.23
H -2.8551 -3.8000 5.5337 -0.75 0.04 -1.39 0.26
H -2.8826 -4.4853 3.8251 -0.65 1.14 0.83 0.28
H -4.4575 -4.2915 4.7479 1.73 0.84 -0.28 0.29
H -4.8063 -2.1432 3.9456 1.95 -0.05 0.02 0.30
H -3.3028 -1.4819 4.7531 -0.33 -1.45 -1.34 0.20
H -2.4726 -3.0440 2.2997 -0.25 2.14 0.07 -0.07
H -3.9594 -2.0973 1.8227 1.77 0.77 0.70 0.15
H -3.5850 -0.6734 0.2511 2.11 0.25 -0.10 0.91
H -0.9933 -1.9057 -1.2032 -1.53 0.29 0.96 0.01
H -3.8013 -1.2625 -2.5334 1.59 0.00 0.06 0.42
H -2.6610 -2.6187 -2.9650 0.00 1.98 0.88 -0.17
H -2.0162 -0.9391 -3.1986 -1.29 -0.48 1.28 -0.09
H -2.8368 1.7775 1.3319 1.94 -1.06 0.03 0.79
H -2.0661 2.6965 3.5259 -0.37 -1.68 -0.27 0.51
H -1.7725 1.0087 4.1407 -1.04 0.29 -0.86 0.10
H -4.5214 2.3239 2.8437 1.12 -1.11 0.92 0.35
H -5.5798 0.9889 4.2488 0.48 -0.19 0.25 0.26
H -1.0803 2.8297 0.3245 0.71 -1.25 1.48 0.31
H -0.6002 3.1442 2.0436 0.02 -1.48 -1.26 0.27
H 1.2541 2.0572 1.8100 -0.39 -0.45 -0.84 0.74
H 1.0414 2.4067 0.2340 -0.13 -0.85 0.29 0.29
H 1.2590 -1.1321 -1.0659 -0.32 1.83 0.96 0.44
H -0.0621 0.0575 -1.3882 1.05 0.02 1.20 0.17
H 2.1221 -1.0640 -3.3583 0.17 1.68 0.29 0.22
H 1.8406 0.5085 -4.3316 0.73 -0.56 1.49 0.22
H 4.4177 -0.8281 -4.1870 -0.82 1.48 0.78 0.27
H 4.5806 0.3887 -2.7768 -0.85 -0.44 -1.30 0.15
H 4.1868 1.0548 -4.4651 0.03 -0.64 1.04 0.43
H 2.9866 1.1298 0.7234 -0.76 -1.71 0.34 0.39
H 2.6609 0.2938 2.2882 -0.72 -0.47 -1.35 0.45
H 4.8593 -3.4564 0.4811 -1.61 0.25 0.77 0.31
H 4.1388 -4.1244 2.0321 -0.43 1.21 -1.35 0.32
H 3.0233 -3.8725 0.5946 1.22 1.01 0.64 0.23
H 5.7064 -1.6081 1.3269 -0.62 -0.06 1.62 0.36
H 5.3932 -2.2351 3.1129 -0.67 1.07 -1.36 0.33
H 4.8926 -0.4881 2.5386 0.32 -1.53 -0.01 0.27
H 0.3515 1.5276 3.6346 0.00 -0.32 0.62 0.28
C 3.1651 4.3166 -0.2083 0.10 -0.18 -0.18 -0.86
O 2.1988 4.6959 0.7713 0.00 -0.11 0.13 -0.16
C 2.6824 5.7113 1.6512 -0.50 0.09 0.07 -0.61
C 2.1355 7.0827 1.2705 0.56 0.11 -0.20 -0.58
O 2.6472 7.5142 0.0131 -0.35 -0.32 0.18 -0.38
C 1.7093 7.3462 -1.0431 0.14 0.05 -0.07 -0.64
H 2.6613 3.7158 -0.9684 0.06 0.06 0.02 0.15
H 3.6178 5.1841 -0.6942 -0.06 -0.07 0.06 0.51
H 3.9481 3.7101 0.2617 0.06 0.06 -0.10 0.27
H 3.7774 5.7184 1.6731 -0.09 0.03 -0.11 0.38
H 2.3290 5.4583 2.6566 0.03 0.06 0.03 0.35
H 2.4658 7.8123 2.0165 -0.02 -0.06 0.05 0.40
H 1.0394 7.0805 1.2661 0.05 -0.09 -0.02 0.30
H 0.9257 8.1048 -0.9676 -0.10 -0.02 -0.03 0.34
H 1.2597 6.3490 -1.0303 0.02 0.05 0.01 0.19
H 2.2356 7.4759 -1.9894 0.03 0.02 0.13 0.27
C -1.9594 0.3019 -6.5678 0.10 0.07 -0.26 -0.38
Cl -0.8692 -0.1365 -5.2484 0.22 0.09 -0.21 -0.05
Cl -3.6502 0.1441 -6.0762 -0.09 0.01 -0.05 -0.17
H -1.7698 1.3348 -6.8564 -0.04 -0.15 0.18 0.31
H -1.7728 -0.3580 -7.4141 -0.06 0.00 0.24 0.28
Br -3.7870 -3.7430 -7.5774 0.08 -0.07 0.04 -0.13
C -3.6955 -5.3167 -6.4319 -0.20 0.12 -0.17 -0.62
C -3.5189 -4.9279 -4.9843 0.11 -0.25 0.19 -0.58
Br -1.6796 -4.3935 -4.6154 -0.03 0.05 -0.23 -0.16
H -2.8882 -5.9420 -6.8131 -0.08 0.11 0.15 0.37
H -4.6473 -5.8302 -6.5790 0.10 0.06 0.11 0.37
H -3.7020 -5.7830 -4.3315 0.00 0.06 -0.11 0.40
H -4.1584 -4.0996 -4.6778 0.09 -0.09 -0.14 0.36
F 4.4980 2.6943 -4.7670 -0.22 -0.02 0.02 -0.92
O 0.1699 -6.6841 -2.8011 -0.23 0.00 0.14 -0.60
H -0.4180 -6.0309 -3.2062 0.12 -0.12 0.02 0.28
H -0.4008 -7.1647 -2.1890 0.15 0.05 -0.08 0.30
```
Positions in Å, forces in eV/Å.

Properties
* HOMO: -6.013 eV
* HOMO-LUMO gap: 4.68 eV
* max |F|: 5.78 eV/Å